The following is a DFT calculation (the ωB97M-V functional and the def2-TZVPD basis) of a molecular structure, C35H25CrN8O6S at a distorted geometry.

Summary:
**HOMO (alpha / beta)**: -6.77 / -6.93 eV

Geometry as ORCA input:
```
! wB97M-V def2-TZVPD RIJCOSX def2/J DEFGRID3
* xyz 0 4
Cr 14.97534 9.90059 20.53184
N 13.07400 7.14369 23.33896
C 13.78650 8.05121 22.61643
S 13.08594 9.34273 21.72137
N 15.09748 7.98525 22.81747
N 15.73942 9.07634 22.35783
C 16.96878 9.39529 22.72018
C 17.60564 10.67165 22.55187
C 18.94373 10.92692 22.92926
C 19.57978 12.06758 22.54000
C 18.89344 13.00912 21.72115
C 17.58578 12.89940 21.42305
C 16.88180 11.69465 21.77256
O 15.59594 11.60148 21.49304
H 12.08540 7.24850 23.49125
H 13.60757 6.54668 23.97769
H 17.63097 8.62608 23.16798
H 19.49937 10.17220 23.50688
H 20.57895 12.29810 22.82998
H 19.40567 13.87540 21.31528
H 17.04802 13.72480 21.00434
C 7.84101 9.22757 8.85009
O 9.20010 8.90301 9.16553
C 9.58824 9.00983 10.46107
C 10.08280 7.85326 11.07723
C 10.62729 7.87036 12.31936
C 10.67865 9.10633 13.00536
C 10.16922 10.26597 12.39938
C 9.59213 10.21555 11.13936
C 11.45153 9.29753 14.16214
N 12.17342 8.35810 14.76569
C 12.77088 8.98365 15.81045
C 12.37390 10.31204 15.94034
N 11.52453 10.50640 14.90406
C 12.82134 11.09490 17.00852
C 12.50554 12.45117 17.19327
C 13.07277 13.11393 18.26172
C 13.94968 12.47838 19.09788
N 14.13829 11.13194 19.05358
C 13.72187 10.50152 17.94352
C 13.98164 9.07521 17.84799
N 14.46899 8.48306 18.99134
C 14.71681 7.19323 18.98663
C 14.42136 6.41992 17.87833
C 13.79468 6.95638 16.76261
C 13.54824 8.31819 16.74551
H 7.67260 8.91785 7.81073
H 7.73053 10.36472 8.85529
H 7.11751 8.67818 9.48419
H 10.05616 6.89104 10.47965
H 11.22093 7.04928 12.71082
H 10.31033 11.24500 12.87557
H 9.24266 11.14035 10.67299
H 11.10330 11.39592 14.55782
H 11.72497 12.95176 16.57846
H 12.86630 14.16322 18.43468
H 14.42872 12.99483 19.96577
H 15.13205 6.78651 19.88331
H 14.46739 5.32049 17.97400
H 13.44947 6.36660 15.89838
O 17.41890 7.99393 20.05052
C 17.58193 9.09524 19.46673
O 16.68824 10.06494 19.51716
C 18.77600 9.38275 18.64999
C 18.97186 10.64507 18.05962
C 20.11563 10.86031 17.34113
C 20.94055 9.75945 16.96274
C 20.64483 8.42424 17.36854
C 19.58227 8.29090 18.29348
N 22.08662 9.93756 16.07538
O 22.48293 11.16685 15.90338
O 22.54139 8.89375 15.56696
H 18.29518 11.48245 18.29213
H 20.44343 11.83522 16.95566
H 21.30177 7.62479 17.07558
H 19.28005 7.30267 18.71071
*
```



The following is a DFT calculation (the ωB97M-V functional and the def2-TZVPD basis) of 2 unconnected molecules or ions with the total composition C37H34F6N2O2 at a distorted geometry.

Summary:
**HOMO**: -5.51 eV

Geometry as ORCA input:
```
! wB97M-V def2-TZVPD RIJCOSX def2/J DEFGRID3
* xyz 0 1
F 4.09068 3.39808 5.23862
C 2.79648 3.07547 5.44733
F 2.67784 1.75812 5.69916
F 2.28224 3.80387 6.45516
C 2.00333 3.40718 4.17771
N 0.59373 2.98768 4.26235
C -0.37778 4.00900 4.58007
C -1.00594 4.70969 3.55046
C -1.86270 5.74928 3.82502
C -2.11564 6.11013 5.13315
C -1.51186 5.42099 6.16587
C -0.64043 4.38918 5.89522
C 0.20694 1.71742 3.72675
C -0.57159 0.83418 4.48316
C -0.92986 -0.39009 3.99254
C -0.54752 -0.82082 2.69986
C -0.97077 -2.10857 2.27951
C -0.87643 -2.79709 1.04563
C -1.34866 -4.13428 0.97175
C -1.30380 -4.85020 -0.19466
C -0.78633 -4.27884 -1.36265
N -0.73399 -4.98607 -2.60690
C 0.20243 -6.11000 -2.74512
C 1.66970 -5.65221 -2.78511
F 2.45946 -6.72741 -2.59311
F 1.90143 -5.11193 -3.99380
F 1.87426 -4.74314 -1.81500
C -1.13935 -4.30105 -3.81130
C -0.26104 -3.42762 -4.44979
C -0.70480 -2.59146 -5.44546
C -2.01385 -2.66698 -5.87691
C -2.88455 -3.56932 -5.29934
C -2.45621 -4.37338 -4.26773
C -0.31704 -2.96203 -1.30178
C -0.36192 -2.24165 -0.14579
C 0.25782 0.07669 1.95970
C 0.60544 1.30337 2.45158
H 2.04937 4.48151 4.00866
H 2.48550 2.92247 3.33357
H -0.79134 4.43853 2.53243
H -2.32752 6.29639 3.02124
H -2.74480 6.95932 5.34507
H -1.71549 5.70562 7.18551
H -0.13363 3.87293 6.69035
H -0.85473 1.13498 5.47690
H -1.51560 -1.05373 4.60522
H -1.45072 -2.68266 3.05405
H -1.74194 -4.60054 1.85906
H -1.67364 -5.86165 -0.24210
H 0.06217 -6.79859 -1.91576
H -0.02340 -6.64042 -3.66893
H 0.77283 -3.43648 -4.15437
H -0.03204 -1.87168 -5.88126
H -2.34890 -2.04282 -6.68820
H -3.89936 -3.64070 -5.65592
H -3.12921 -5.07425 -3.80732
H 0.15021 -2.54512 -2.17406
H -0.01854 -1.23027 -0.18250
H 0.67029 -0.20961 1.01709
H 1.16973 1.98113 1.83756
C -9.31259 -3.37882 1.94188
C -7.77802 -3.30926 1.98668
C -7.21698 -3.71884 0.61765
C -7.32235 -1.85723 2.32752
C -5.83887 -1.73629 2.55845
O -5.26111 -0.68822 2.30167
C -5.14320 -2.84999 3.08150
C -5.75556 -4.09945 3.34383
O -5.11206 -5.05339 3.75815
C -7.23458 -4.26656 3.08955
H -9.75610 -3.08961 2.89343
H -9.70345 -2.71240 1.17441
H -9.64596 -4.38980 1.71211
H -6.12913 -3.67529 0.61380
H -7.51198 -4.73569 0.36397
H -7.58374 -3.05342 -0.16234
H -7.62631 -1.17366 1.53087
H -7.83693 -1.52112 3.22983
H -4.09296 -2.74060 3.27175
H -7.77817 -4.09121 4.02176
H -7.44028 -5.30435 2.80935
*
```



The following is a DFT calculation (the ωB97M-V functional and the def2-TZVPD basis) of a single C3H6N2OS molecule at a distorted geometry.

Summary:
**HOMO**: -8.35 eV
**SMILES string**: C=CN(S)/C=N/O

Geometry as ORCA input:
```
! wB97M-V def2-TZVPD RIJCOSX def2/J DEFGRID3
* xyz 0 1
C -2.50656 -0.50668 0.01167
C -1.21389 -0.73179 -0.12887
N -0.18151 0.22565 -0.20598
S -0.53696 1.89447 -0.20275
C 1.13695 -0.19883 -0.18973
N 2.10545 0.60173 -0.02064
O 3.30846 -0.10615 -0.06530
H -3.21023 -1.37570 0.06649
H -2.97377 0.48089 0.09278
H -0.84268 -1.74663 -0.19849
H -0.28333 2.13892 1.11782
H 1.24690 -1.24443 -0.32449
H 3.95118 0.56856 0.04750
*
```



The following is a DFT calculation (the ωB97M-V functional and the def2-TZVPD basis) of a molecular structure, C33H37N6O6PS3Ti.

Summary:
**HOMO**: -7.73 eV

Geometry as ORCA input:
```
! wB97M-V def2-TZVPD RIJCOSX def2/J DEFGRID3
* xyz 0 1
Ti -0.25786 -0.70013 -0.59685
O -4.71584 -2.14404 -3.63198
C -3.81220 -1.70560 -4.52244
C -4.20858 -1.62628 -5.85848
C -3.32818 -1.17975 -6.82228
C -2.03120 -0.80018 -6.48201
C -1.63401 -0.87658 -5.16350
C -2.50597 -1.32699 -4.16876
C -2.02740 -1.37517 -2.77666
O -0.82770 -0.97944 -2.52688
N -2.82496 -1.80218 -1.83488
N -2.16261 -1.76854 -0.61626
C -2.79130 -2.35174 0.34294
C -2.27063 -2.53112 1.66772
C -2.99203 -3.26182 2.62061
C -2.46127 -3.49583 3.86943
C -1.19468 -2.99835 4.18278
C -0.46798 -2.26787 3.26586
C -1.00823 -2.02206 2.00076
O -0.33422 -1.30081 1.12514
H -4.29193 -2.13562 -2.74211
H -5.21922 -1.92199 -6.10806
H -3.65480 -1.12413 -7.85363
H -1.34471 -0.45066 -7.24149
H -0.63436 -0.58718 -4.86446
H -3.76732 -2.77214 0.11436
H -3.97078 -3.64705 2.35828
H -3.02188 -4.05767 4.60417
H -0.77856 -3.18045 5.16613
H 0.49802 -1.84567 3.50781
O 0.81639 -2.28929 -0.95849
N 1.73022 -2.36565 -1.92434
C 2.15473 -3.60922 -2.24603
C 3.13491 -3.78881 -3.17498
C 3.69199 -2.65508 -3.78578
C 3.24749 -1.40881 -3.44068
C 2.23286 -1.23574 -2.47565
S 1.67152 0.27431 -1.93892
H 1.64401 -4.39475 -1.71151
H 3.45844 -4.78841 -3.42222
H 4.47020 -2.76469 -4.52924
H 3.65636 -0.51677 -3.89261
C 2.95801 2.97055 3.11824
C 1.71646 2.45895 3.82458
C 1.72930 0.95299 4.01783
O 0.54378 2.96837 3.13108
P -0.41976 2.22272 2.09056
S -1.73434 1.04857 2.95148
S 0.78436 1.43345 0.65796
O -1.23285 3.46364 1.50712
C -0.77726 4.78978 1.13910
C 0.53285 4.79524 0.37617
C -0.74913 5.68446 2.36503
H 3.84495 2.71435 3.70188
H 2.91576 4.05572 3.01283
H 3.04630 2.52101 2.12895
H 1.64338 2.93526 4.80426
H 1.80645 0.43324 3.06085
H 0.83014 0.61564 4.53027
H 2.60176 0.69258 4.62209
H -1.57006 5.13278 0.47113
H 1.35898 4.45816 1.00366
H 0.74144 5.81681 0.05110
H 0.48388 4.14825 -0.49823
H 0.07733 5.42032 3.02276
H -1.68155 5.59163 2.92244
H -0.63296 6.72442 2.05305
N -2.75198 1.29551 -0.12961
C -3.48114 2.28379 -0.66580
C -2.97612 2.53713 -1.92213
C -1.90190 1.65007 -2.05707
N -1.76385 0.92277 -0.95449
H -2.68756 1.03895 0.86303
H -4.29240 2.72632 -0.11243
H -3.33873 3.24473 -2.64700
H -1.23723 1.49047 -2.89000
C 4.67671 -1.24766 3.04496
C 4.81244 -0.24635 2.09666
C 3.97463 -0.26498 0.99013
N 3.05194 -1.20056 0.78996
C 2.92511 -2.15377 1.70766
C 3.70935 -2.22162 2.85102
H 5.30960 -1.26560 3.92367
H 5.54737 0.53970 2.21008
H 4.03082 0.51103 0.23247
H 2.14713 -2.88889 1.52115
H 3.56188 -3.01998 3.56672
*
```



The following is a DFT calculation (the ωB97M-V functional and the def2-TZVPD basis) of a molecular structure, C4H7O3Yb at a distorted geometry.

Summary:
**HOMO**: -11.74 eV

Geometry as ORCA input:
```
! wB97M-V def2-TZVPD RIJCOSX def2/J DEFGRID3
* xyz 1 1
O -1.56311 -0.80105 0.19337
C -1.19760 0.42345 0.27936
O -0.03758 0.83024 0.04528
Yb 2.28231 0.14833 0.48801
O -2.14220 1.30760 0.11207
C -3.47727 0.99724 0.53530
H -3.46073 0.52884 1.52568
H -3.99866 1.95668 0.57206
H -3.95260 0.32818 -0.19028
C -0.63911 -1.95082 0.03044
H -0.44183 -2.28767 1.05814
H -1.24416 -2.60972 -0.60697
C 0.79956 -1.28635 -0.68865
H 0.62758 -1.03907 -1.74611
H 1.32134 -2.25237 -0.78744
*
```